i:
2 unconnected molecules or ions with the total composition C3H10NO, computed with the ωB97M-V functional and the def2-TZVPD basis.

Last columns: bonded neighbours and bond lengths (Å).
Cartesian coordinates (Å):
1 C -1.75 -0.82 1.48  O2 1.458, H3 1.087, H4 1.089, H5 1.086
2 O -0.76 -1.40 0.59  C1 1.458, H6 0.983
3 H -1.46 0.16 1.85  C1 1.087
4 H -1.91 -1.49 2.32  C1 1.089
5 H -2.67 -0.83 0.90  C1 1.086
6 H -0.04 -1.75 1.16  O2 0.983
7 C 1.92 0.39 -0.44  N9 1.468, H10 1.084, H11 1.086, H12 1.089
8 C 0.00 1.28 -1.58  N9 1.264, H13 1.081, H14 1.085
9 N 0.52 0.39 -0.86  C7 1.468, C8 1.264, H15 1.069
10 H 1.97 0.59 0.63  C7 1.084
11 H 2.36 -0.56 -0.73  C7 1.086
12 H 2.45 1.18 -0.97  C7 1.089
13 H 0.52 2.09 -2.08  C8 1.081
14 H -1.07 1.19 -1.78  C8 1.085
15 H -0.07 -0.42 -0.49  N9 1.069

Properties
LUMO energy ... -4.5834 eV
Kohn-Sham gap ... 10.82 eV
Charge ... +1



ii:
2 unconnected molecules or ions with the total composition C3H10NO, computed with the ωB97M-V functional and the def2-TZVPD basis.

Last columns: bonded neighbours and bond lengths (Å).
Cartesian coordinates (Å):
1 C 2.47 0.11 0.04  N4 1.555, H6 1.147, H7 1.092, H8 1.099
2 C 0.03 -0.50 -0.33  N4 1.429, H9 1.060, H10 1.036
3 C -2.35 -0.32 0.41  O5 1.384, H11 1.058, H12 1.029
4 N 0.98 0.53 -0.06  C1 1.555, C2 1.429, H13 1.005, H14 1.072
5 O -3.00 0.76 -0.18  C3 1.384, H15 0.943
6 H 3.00 -0.19 -0.94  C1 1.147
7 H 2.91 0.91 0.64  C1 1.092
8 H 2.56 -0.81 0.64  C1 1.099
9 H -0.43 -0.65 -1.28  C2 1.060
10 H 0.32 -1.27 0.30  C2 1.036
11 H -2.66 -1.32 0.29  C3 1.058
12 H -2.11 0.01 1.35  C3 1.029
13 H 0.78 0.95 0.83  N4 1.005
14 H 1.03 1.29 -0.81  N4 1.072
15 H -3.53 0.50 -0.92  O5 0.943

Properties
LUMO energy (alpha / beta) ... -3.8165 / -4.0894 eV
Kohn-Sham gap (alpha / beta) ... 8.83 / 8.29 eV
Charge ... +1



According to the calculations, the structures order from most to least stable as i, ii.